Entry 1:
ORCA calculation (ωB97M-V/def2-TZVPD) on a molecular structure, CuH16O8.

Output
energy relative to the best compared isomer or geometry (same formula, charge and spin) = 0.00 kcal/mol
total charge = +1
orbital gap = 9.150 eV
DFT total energy = -2251.787354 Ha
multiplicity = 1

Each line ends with the natural charge from an NBO analysis.
CARTESIAN COORDINATES (ANGSTROEM)
Cu 0.1586 -0.0583 0.4465  0.92
O -1.3560 -1.8103 1.6256  -0.97
H -1.9678 -2.4610 1.2531  0.50
H -0.9236 -2.2642 2.3634  0.50
O 1.5526 -1.8101 1.4460  -0.97
H 1.6586 -2.7096 1.7786  0.49
H 2.3182 -1.3290 1.7881  0.49
O -0.5873 -1.6468 -1.3258  -0.97
H -0.0474 -1.7546 -2.1211  0.50
H -0.8186 -2.5442 -1.0620  0.48
O 2.1075 0.1675 -1.0166  -0.99
H 2.8082 0.8292 -1.0124  0.48
H 1.7173 0.2371 -1.9113  0.51
O -2.3704 0.7554 1.6236  -0.98
H -2.1192 -0.1620 1.8123  0.49
H -3.2803 0.6934 1.3100  0.48
O 0.4206 0.9017 -3.0970  -0.98
H 0.5040 1.7278 -3.5867  0.49
H 0.0774 1.1500 -2.2087  0.49
O -0.9724 1.9499 -0.9387  -0.97
H -1.8908 1.6684 -0.8240  0.50
H -1.0297 2.8172 -1.3628  0.50
O 1.3639 1.4922 1.6462  -0.98
H 0.7209 2.0254 2.1366  0.50
H 1.9559 2.1349 1.2371  0.50

=====

Entry 2:
ORCA calculation (ωB97M-V/def2-TZVPD) on 7 unconnected molecules or ions with the total composition C22H62O25P6.

Output
energy relative to the best compared isomer or geometry (same formula, charge and spin) = 0.00 kcal/mol
SMILES = COP(=O)(OC)OC.COP(=O)(OC)OC.COP(=O)(OC)OC.COP(=O)(OC)OC.COP(=O)(OC)OC.COP(=O)(OC)OC.C1CCOC1
total charge = 0
orbital gap = 9.745 eV
DFT total energy = -4805.012781 Ha
multiplicity = 1

Each line ends with the Mulliken charge.
CARTESIAN COORDINATES (ANGSTROEM)
C 5.7413 1.0662 5.0809  -0.80
O 4.4949 0.5333 4.5651  -0.38
P 3.9708 1.0676 3.1253  0.82
O 4.9462 1.8221 2.3463  -0.76
O 3.4377 -0.2619 2.4156  0.13
C 3.4059 -1.5646 2.9488  -0.72
O 2.6424 1.9094 3.5807  -0.29
C 1.7766 1.4967 4.6247  -0.62
H 6.0302 2.0184 4.6359  0.33
H 6.5730 0.4102 4.8206  0.30
H 5.8045 1.2014 6.1588  0.28
H 4.0108 -2.2967 2.4126  0.30
H 2.3885 -1.9576 2.8842  0.27
H 3.6566 -1.6881 4.0032  0.36
H 0.7119 1.5581 4.4049  0.13
H 2.0253 2.1534 5.4597  0.31
H 2.0239 0.4668 4.8876  0.33
C 2.6740 -6.1532 -2.9881  -0.63
O 3.8423 -5.3550 -2.8172  -0.41
P 3.8113 -3.9194 -2.1257  0.88
O 3.4007 -3.9592 -0.6844  -0.68
O 2.7713 -3.0892 -3.0120  0.18
C 2.9073 -2.9177 -4.4051  -0.89
O 5.2470 -3.2746 -2.3939  -0.38
C 5.6484 -2.0438 -1.7786  -0.40
H 2.9050 -7.1735 -2.6851  0.27
H 2.3442 -6.0874 -4.0220  0.25
H 1.9157 -5.8520 -2.2624  0.27
H 3.8092 -3.3525 -4.8360  0.39
H 2.7780 -1.8654 -4.6543  0.28
H 2.0555 -3.4514 -4.8360  0.28
H 6.5734 -2.2386 -1.2352  0.23
H 4.8455 -1.6547 -1.1579  0.10
H 5.9884 -1.4535 -2.6304  0.25
C -5.8805 -2.6839 1.1025  -0.66
O -4.5228 -3.1871 0.9842  -0.13
P -4.0346 -4.2434 2.1218  0.97
O -4.6830 -5.5820 2.0438  -0.77
O -4.1748 -3.5042 3.5390  -0.22
C -3.4961 -4.0331 4.6951  -0.75
O -2.4653 -4.3391 1.9230  -0.26
C -1.8661 -4.6182 0.6538  -0.57
H -5.7404 -1.6235 1.3074  0.14
H -6.3600 -3.1692 1.9521  0.39
H -6.4291 -2.8843 0.1862  0.23
H -2.9986 -4.9894 4.5634  0.33
H -4.2908 -4.0445 5.4440  0.29
H -2.8162 -3.3381 5.1931  0.27
H -2.6096 -4.6338 -0.1428  0.31
H -1.4936 -5.6430 0.6915  0.35
H -1.0463 -3.9199 0.5073  0.09
C 2.1284 5.4841 -3.3870  -0.78
O 1.1060 5.2599 -2.4163  -0.14
P 1.3254 5.6949 -0.8505  0.74
O 2.0595 6.9241 -0.5790  -0.77
O -0.1950 5.6473 -0.3025  -0.11
C -0.8438 6.9178 -0.2107  -0.88
O 1.9222 4.3080 -0.2619  0.02
C 2.3011 4.2721 1.1127  -0.40
H 2.7925 6.2644 -3.0043  0.36
H 1.7441 5.7483 -4.3665  0.25
H 2.7661 4.5979 -3.3671  0.26
H -0.1938 7.7807 -0.3362  0.35
H -1.3356 7.0422 0.7566  0.27
H -1.6850 6.9524 -0.9046  0.28
H 2.6100 3.3180 1.5284  -0.17
H 1.4802 4.6725 1.7130  0.27
H 3.1464 4.9379 1.3033  0.48
C -2.5178 -0.9009 0.9911  0.68
O -3.3544 -0.1442 1.8571  -0.13
P -3.3570 1.4662 1.7629  0.15
O -4.3587 2.1113 0.9279  -0.72
O -1.8397 1.8460 1.4131  -0.03
C -1.2621 3.1452 1.6314  -0.39
O -3.4331 1.8126 3.3438  -0.28
C -4.6080 1.6305 4.0694  -0.82
H -2.9921 -1.3297 0.1078  0.14
H -2.1913 -1.7614 1.5764  0.16
H -1.6544 -0.3383 0.6401  -0.56
H -0.7832 3.4181 0.6949  0.20
H -0.4915 2.9766 2.3886  -0.07
H -1.9478 3.8412 2.1114  0.57
H -5.5251 1.3285 3.5567  0.34
H -4.7915 2.4997 4.7002  0.28
H -4.5442 0.7764 4.7550  0.27
C -2.1110 1.0606 -6.9535  -0.67
O -2.8546 0.8184 -5.7715  -0.35
P -2.2528 1.0684 -4.2903  0.81
O -1.5351 2.3365 -4.0576  -0.62
O -3.5961 0.8243 -3.4041  -0.40
C -3.5934 0.7162 -1.9909  -0.53
O -1.3651 -0.2674 -4.1315  -0.01
C -2.0961 -1.4857 -3.8882  -0.71
H -2.0197 2.1439 -7.0423  0.29
H -2.6140 0.6187 -7.8105  0.25
H -1.0968 0.6540 -6.9544  0.26
H -2.6708 0.8491 -1.4247  0.16
H -4.1008 -0.1389 -1.5435  0.29
H -4.1860 1.6092 -1.7769  0.35
H -3.1630 -1.4190 -4.0965  0.40
H -2.0366 -1.7288 -2.8266  0.10
H -1.6758 -2.2844 -4.4957  0.29
C 1.3551 -0.7863 0.0442  0.55
C 1.0178 0.7068 0.0318  0.70
C 0.0755 0.9631 -1.1101  -0.55
O -0.5027 -0.3149 -1.3437  0.09
C 0.4961 -1.3388 -1.0563  0.32
H 1.0972 -1.1979 1.0191  -0.22
H 2.4178 -0.9393 -0.1367  -0.27
H 1.9496 1.2535 -0.1372  0.44
H 0.5508 1.1135 0.9286  -0.77
H 0.4402 1.5003 -1.9916  0.29
H -0.7419 1.6297 -0.8181  -0.12
H 1.0551 -1.6209 -1.9464  0.24
H 0.0306 -2.2011 -0.5760  -0.46

=====

Entry 3:
ORCA calculation (ωB97M-V/def2-TZVPD) on 2 unconnected molecules or ions with the total composition C3H9N3O2.

Output
energy relative to the best compared isomer or geometry (same formula, charge and spin) = 70.35 kcal/mol
SMILES = [H]/N=N\C.CNC(=O)O
total charge = 0
orbital gap = 10.149 eV
DFT total energy = -434.414064 Ha
multiplicity = 1

Each line ends with the natural charge from an NBO analysis.
CARTESIAN COORDINATES (ANGSTROEM)
H 0.6443 2.3320 0.9064  0.27
N 0.0151 1.5280 1.1449  -0.30
N -0.9689 1.4082 0.4476  -0.11
C -1.2304 2.2810 -0.6549  -0.49
H -0.5314 3.1282 -0.7081  0.17
H -2.2608 2.6268 -0.5780  0.22
H -1.1471 1.6754 -1.5594  0.24
C 1.7050 -1.5637 0.7700  -0.41
N 0.2992 -1.6447 0.4164  -0.69
C -0.0830 -1.1957 -0.8377  0.89
O 0.6199 -0.6186 -1.6191  -0.62
O -1.3036 -1.6720 -1.1433  -0.67
H 2.2702 -2.2129 0.1022  0.20
H 2.0800 -0.5349 0.6727  0.20
H 1.8327 -1.8969 1.7964  0.20
H -0.3460 -1.4766 1.1766  0.40
H -1.5953 -2.1636 -0.3325  0.48

=====

Entry 4:
ORCA calculation (ωB97M-V/def2-TZVPD) on a single H2IO2PS molecule.

Output
energy relative to the best compared isomer or geometry (same formula, charge and spin) = 11.10 kcal/mol
SMILES = OP(O)(=S)I
total charge = 0
orbital gap = 8.393 eV
DFT total energy = -1188.983642 Ha
multiplicity = 1

Each line ends with the natural charge from an NBO analysis.
CARTESIAN COORDINATES (ANGSTROEM)
O -0.4437 -1.2228 0.6714  -0.97
P -0.0990 -0.0472 -0.3694  1.57
O 0.2334 1.1139 0.5999  -1.00
S 1.5861 -0.3596 -1.3802  -0.56
I -2.4520 0.1915 -1.2311  -0.06
H 0.1495 -1.1814 1.3382  0.49
H 1.0257 1.5056 0.3713  0.52

=====

Entry 5:
ORCA calculation (ωB97M-V/def2-TZVPD) on a molecular structure, C6H11N.

Output
energy relative to the best compared isomer or geometry (same formula, charge and spin) = 123.63 kcal/mol
total charge = 0
orbital gap = 6.913 eV
DFT total energy = -289.774667 Ha
multiplicity = 1

Each line ends with the natural charge from an NBO analysis.
CARTESIAN COORDINATES (ANGSTROEM)
C 2.2271 0.8869 -0.4652  -0.42
N 1.2324 0.0079 -1.0826  -0.61
C -0.0806 0.6588 -1.1262  -0.28
C -1.7080 -1.5059 0.4823  -0.16
C -0.4665 -1.3387 1.0914  -0.39
C -0.8174 0.0799 1.1728  -0.20
C -0.7303 1.0279 0.1807  -0.24
H 1.8609 1.4210 0.4155  0.18
H 2.6004 1.5997 -1.2021  0.19
H 3.0913 0.3081 -0.1517  0.20
H 1.1327 -0.8060 -0.4854  0.36
H -0.7272 0.0250 -1.7527  0.19
H 0.0879 1.5335 -1.7625  0.20
H -1.7874 -1.3491 -0.5895  0.19
H -2.6448 -1.7595 0.9918  0.19
H -0.0640 -1.9359 1.9019  0.21
H -1.1310 0.4274 2.1580  0.21
H -1.4263 1.8589 0.1096  0.21

=====

Entry 6:
ORCA calculation (ωB97M-V/def2-TZVPD) on a single C25H29N3O4S molecule.

Output
energy relative to the best compared isomer or geometry (same formula, charge and spin) = 21.60 kcal/mol
SMILES = CCCCN(CC)C(=O)CSc1nc2ccccc2c(=O)n1C[C@@H]1COc2ccccc2O1
total charge = 0
orbital gap = 8.790 eV
DFT total energy = -1833.523742 Ha
multiplicity = 1

Each line ends with the natural charge from an NBO analysis.
CARTESIAN COORDINATES (ANGSTROEM)
C -4.6215 -1.4382 0.8835  -0.60
C -3.6689 -0.2860 1.1726  -0.40
C -4.3469 1.0695 0.9919  -0.40
C -3.3987 2.2336 1.2873  -0.22
N -2.3135 2.3342 0.3242  -0.45
C -2.6115 3.0253 -0.9111  -0.21
C -2.3307 4.5258 -0.8239  -0.61
C -1.1002 1.8651 0.6831  0.69
O -0.8921 1.3394 1.7580  -0.64
C 0.0294 2.0355 -0.3324  -0.63
S 1.4332 1.0292 0.2072  0.31
C 0.6891 -0.5443 -0.0063  0.35
N -0.3780 -0.5928 -0.7231  -0.58
C -1.0045 -1.7945 -0.8880  0.27
C -2.1575 -1.8647 -1.6795  -0.24
C -2.8105 -3.0649 -1.8319  -0.18
C -2.3382 -4.2198 -1.2075  -0.24
C -1.1993 -4.1704 -0.4375  -0.13
C -0.5205 -2.9612 -0.2729  -0.23
C 0.7044 -2.8955 0.5080  0.67
O 1.2458 -3.8373 1.0535  -0.61
N 1.2720 -1.6169 0.5961  -0.44
C 2.5222 -1.5239 1.3166  -0.26
C 3.6840 -2.0271 0.4408  0.05
C 5.0120 -1.9032 1.1933  -0.09
O 5.2923 -0.5573 1.4971  -0.49
C 5.1104 0.2864 0.4283  0.19
C 5.6716 1.5551 0.4802  -0.23
C 5.5279 2.4230 -0.5846  -0.22
C 4.8323 2.0260 -1.7153  -0.23
C 4.2545 0.7729 -1.7685  -0.24
C 4.3756 -0.0991 -0.6947  0.29
O 3.7565 -1.3220 -0.7807  -0.50
H -4.1119 -2.3910 1.0048  0.21
H -4.9940 -1.3804 -0.1372  0.20
H -5.4723 -1.4119 1.5614  0.20
H -2.8096 -0.3507 0.5049  0.21
H -3.2941 -0.3657 2.1942  0.21
H -4.7283 1.1509 -0.0293  0.19
H -5.1991 1.1452 1.6706  0.20
H -3.9508 3.1778 1.2861  0.19
H -2.9455 2.0885 2.2702  0.24
H -3.6720 2.8713 -1.1256  0.20
H -2.0421 2.5885 -1.7332  0.20
H -2.9104 4.9752 -0.0213  0.21
H -2.6036 5.0077 -1.7588  0.21
H -1.2783 4.7143 -0.6306  0.20
H -0.2464 1.7000 -1.3292  0.26
H 0.3883 3.0637 -0.3558  0.25
H -2.5141 -0.9645 -2.1555  0.22
H -3.7014 -3.1169 -2.4408  0.22
H -2.8677 -5.1519 -1.3343  0.22
H -0.8045 -5.0485 0.0508  0.23
H 2.4496 -2.1677 2.1974  0.25
H 2.6878 -0.4889 1.6218  0.24
H 3.4969 -3.0711 0.1692  0.22
H 5.8120 -2.3210 0.5657  0.19
H 4.9780 -2.4380 2.1430  0.21
H 6.2188 1.8339 1.3663  0.23
H 5.9684 3.4068 -0.5348  0.21
H 4.7321 2.6967 -2.5547  0.21
H 3.6934 0.4456 -2.6291  0.22